ORCA calculation (wB97M-V/def2-TZVPD) on C44H104AsF6N6O6 as an isolated structure.

```
167
Properties=species:S:1:pos:R:3:forces:R:3
As -1.240 -0.360 0.550 -1.2 0.3 -1.1
F 0.223 -0.706 1.446 0.3 0.2 -0.4
F -0.565 -0.925 -0.988 0.1 0.1 0.7
F -2.736 0.053 -0.317 1.1 -0.7 1.1
F -1.874 0.221 2.088 0.0 0.0 -0.9
F -0.630 1.227 0.074 -0.1 -0.3 0.8
F -1.756 -1.993 0.842 -0.1 0.4 0.1
C 2.444 -5.690 0.286 0.2 0.5 0.8
C 3.655 -5.253 -0.560 0.4 -2.3 -1.7
C 3.338 -5.299 -2.077 -1.3 0.7 0.4
C 2.311 -4.231 -2.478 1.5 0.3 -0.5
C 2.988 -2.873 -2.284 0.1 -1.1 0.2
C 3.435 -2.637 -0.829 -0.7 2.4 -1.2
N 4.014 -3.841 -0.182 -0.7 -0.9 2.4
O 4.584 -3.729 0.868 -0.3 0.4 -1.5
C 2.195 -2.145 -0.022 0.5 -1.0 0.5
C 4.508 -1.530 -0.818 0.6 -0.6 0.5
C 4.910 -6.180 -0.399 -0.6 0.6 0.3
H 2.751 -5.949 1.301 0.2 0.2 0.0
H 1.969 -6.596 -0.085 0.2 0.2 -0.5
H 1.720 -4.877 0.349 -0.3 -0.2 0.0
H 2.783 -6.181 -2.397 0.9 -0.8 0.6
H 4.292 -5.206 -2.594 -0.2 0.0 -0.4
H 1.379 -4.394 -1.938 0.0 0.2 0.0
H 2.137 -4.371 -3.546 -0.3 0.1 0.0
H 2.338 -2.075 -2.641 0.3 0.3 0.3
H 3.914 -2.896 -2.860 -0.2 0.2 -0.4
H 1.316 -2.756 -0.229 0.1 -0.1 0.2
H 1.885 -1.132 -0.263 0.5 0.0 -0.3
H 2.474 -2.188 1.031 -0.3 0.1 0.1
H 4.109 -0.584 -1.175 -0.2 -0.2 -0.1
H 5.345 -1.828 -1.451 0.0 0.1 -0.1
H 4.920 -1.399 0.182 -0.1 0.2 0.0
H 5.179 -6.469 0.615 0.0 0.5 0.1
H 5.705 -5.653 -0.924 0.4 -0.4 0.2
H 4.708 -7.126 -0.901 -0.1 0.2 -0.3
C 1.986 2.713 -4.347 0.9 -0.6 -0.4
C 1.364 3.306 -3.069 -1.0 -2.1 1.0
C 1.341 2.354 -1.844 1.0 0.6 1.0
C 2.710 2.160 -1.150 0.3 -0.9 -1.4
C 3.430 3.470 -0.816 -0.2 -1.0 1.0
C 3.471 4.529 -1.925 0.8 -0.6 2.4
N 2.125 4.531 -2.575 0.9 2.3 -4.4
O 1.893 5.539 -3.198 -0.4 -1.1 1.6
C 4.543 4.214 -3.015 -0.3 0.7 -0.4
C 3.730 5.851 -1.145 -0.8 0.9 -1.2
C -0.058 3.688 -3.418 -0.1 1.3 -0.4
H 2.876 2.098 -4.207 0.2 0.4 0.4
H 2.201 3.413 -5.154 -0.1 0.4 0.3
H 1.319 1.980 -4.803 -0.6 0.3 0.4
H 0.867 1.380 -1.953 -0.1 0.1 -0.8
H 0.737 2.835 -1.068 -0.3 0.2 -0.2
H 3.374 1.548 -1.772 0.0 0.3 -0.5
H 2.531 1.427 -0.360 0.1 0.7 0.7
H 4.446 3.291 -0.463 0.1 -0.1 -0.4
H 2.986 3.900 0.086 -0.4 0.2 -0.2
H 4.511 4.935 -3.835 -0.2 0.2 0.1
H 4.471 3.242 -3.494 -0.1 -0.1 0.4
H 5.534 4.343 -2.580 -0.1 -0.2 0.3
H 3.651 6.740 -1.773 0.5 -0.2 -0.3
H 4.705 5.860 -0.664 0.0 -0.3 -0.1
H 2.958 6.067 -0.406 0.0 -0.5 0.2
H -0.049 4.465 -4.184 -0.1 0.0 0.0
H -0.603 4.081 -2.563 0.0 -0.1 0.0
H -0.614 2.867 -3.858 0.3 -0.2 0.2
C -0.661 -2.437 -3.940 -1.2 -0.4 0.3
C -1.136 -3.539 -2.968 0.1 -0.8 -0.8
N -2.655 -3.731 -2.868 0.2 1.5 0.0
C -2.957 -4.646 -1.706 0.2 -0.6 -2.0
C -3.269 -2.328 -2.623 -0.2 0.1 1.2
C -4.655 -2.261 -1.982 -0.7 -1.4 -1.5
C -3.241 -4.315 -4.150 -1.5 -0.6 -0.3
C -2.590 -5.554 -4.783 0.8 0.7 1.1
O -1.448 -5.163 -5.521 0.3 -0.1 0.4
C -1.740 -4.977 -6.908 -0.4 0.1 0.2
H -1.275 -1.546 -3.826 0.4 0.2 0.1
H -0.835 -2.807 -4.950 0.3 0.0 -0.1
H 0.389 -2.196 -3.800 0.0 -0.1 0.1
H -0.753 -3.499 -1.950 -0.2 0.6 0.0
H -0.788 -4.484 -3.386 0.1 -0.1 0.1
H -2.622 -5.608 -2.092 0.2 -0.2 0.6
H -4.040 -4.724 -1.682 0.1 0.1 0.8
H -2.397 -4.345 -0.826 -0.5 0.1 0.1
H -3.352 -1.870 -3.605 0.3 0.2 0.1
H -2.610 -1.785 -1.938 0.4 -0.2 -0.6
H -4.976 -1.244 -1.775 0.4 0.1 0.0
H -4.869 -2.912 -1.137 0.5 0.3 0.3
H -5.309 -2.639 -2.774 -0.5 0.2 0.2
H -3.394 -3.544 -4.906 0.5 0.3 0.2
H -4.264 -4.612 -3.903 0.0 0.1 0.3
H -3.317 -6.176 -5.308 -0.1 0.5 -0.5
H -2.312 -6.223 -3.962 0.6 -0.1 -0.1
H -2.468 -4.169 -7.025 -0.5 -0.4 -0.1
H -2.071 -5.963 -7.230 -0.2 0.4 -0.8
H -0.899 -4.597 -7.485 0.5 -0.5 0.4
C -3.865 3.423 3.459 0.5 -0.5 -0.6
C -4.840 4.036 2.451 -0.5 -1.2 0.3
N -4.710 3.561 0.965 0.7 0.8 1.6
C -5.084 2.102 0.980 -1.0 0.3 -0.6
C -5.692 4.418 0.135 0.3 -0.4 0.0
C -5.362 5.897 -0.009 0.2 0.6 0.0
C -3.214 3.727 0.599 -1.5 0.2 0.2
C -2.907 3.644 -0.890 -1.1 -0.1 1.5
O -3.440 2.415 -1.334 1.0 0.6 -1.0
C -2.771 2.033 -2.512 0.5 -1.7 -0.9
H -3.848 2.331 3.494 -0.4 0.0 -0.3
H -4.151 3.698 4.474 0.1 0.5 -0.1
H -2.833 3.680 3.225 0.0 0.4 0.4
H -4.853 5.119 2.547 0.2 0.0 -0.5
H -5.816 3.653 2.751 -0.2 0.4 -0.2
H -6.106 1.988 1.341 0.0 0.3 0.2
H -4.436 1.541 1.645 0.3 0.1 -0.4
H -5.098 1.757 -0.049 0.4 -0.2 0.2
H -6.658 4.300 0.626 0.0 -0.1 0.1
H -5.764 3.907 -0.824 0.1 0.1 -0.1
H -6.159 6.413 -0.547 -0.2 -0.4 -0.1
H -4.466 6.155 -0.576 0.1 -0.4 0.0
H -5.297 6.471 0.916 0.0 -0.4 0.2
H -2.748 2.934 1.180 0.3 0.1 -0.2
H -2.996 4.713 1.011 0.5 0.0 -0.2
H -1.821 3.718 -0.971 0.0 -0.1 -0.2
H -3.394 4.502 -1.360 0.2 -0.1 -0.5
H -3.078 1.050 -2.876 -1.1 0.2 0.2
H -1.727 1.732 -2.372 0.3 0.8 0.7
H -2.834 2.728 -3.351 -0.3 0.3 0.2
C -0.061 -3.020 3.407 -0.3 0.4 -1.5
N 1.097 -3.012 4.362 1.1 -0.1 -1.0
C 2.027 -4.143 3.922 -0.4 0.0 -0.2
C 1.871 -1.712 4.097 -0.9 -0.1 0.9
C 0.618 -3.288 5.786 -0.8 -0.6 -0.2
C 0.003 -2.156 6.571 0.9 1.1 -0.2
O -1.118 -1.601 5.905 0.2 -0.4 -0.2
H 0.355 -3.054 2.399 0.2 0.0 0.1
H -0.642 -2.101 3.385 0.1 0.0 0.8
H -0.753 -3.859 3.443 0.3 -0.2 0.8
H 2.981 -4.130 4.445 -0.2 0.2 0.2
H 2.190 -4.018 2.853 0.1 0.2 0.1
H 1.558 -5.120 4.031 -0.2 0.2 0.4
H 1.235 -0.934 4.517 0.2 0.1 0.0
H 1.975 -1.510 3.034 -0.2 -0.5 -0.1
H 2.856 -1.723 4.558 -0.2 -0.2 0.2
H 1.390 -3.762 6.390 0.3 0.2 -0.3
H -0.121 -4.059 5.563 -0.1 -0.1 0.5
H 0.768 -1.380 6.697 0.1 0.1 -0.1
H -0.171 -2.471 7.602 -0.4 -0.4 -0.2
H -1.332 -0.749 6.294 -0.1 -0.1 0.2
C -0.188 4.221 4.058 1.0 -0.3 0.1
N 0.998 3.307 3.735 -0.7 2.3 0.1
C 0.357 2.232 2.878 1.8 -0.3 1.6
C 1.971 4.158 2.949 0.2 -1.0 -0.6
C 1.680 2.773 5.035 -1.8 0.2 -0.1
C 1.854 3.811 6.153 -0.9 -0.1 0.0
O 2.607 4.910 5.725 0.3 -0.3 0.1
H 0.166 5.075 4.630 -0.2 -0.1 0.1
H -0.925 3.610 4.574 -0.1 0.3 0.1
H -0.555 4.559 3.091 -0.2 0.0 0.1
H 1.218 1.632 2.586 -0.5 -0.4 -0.5
H -0.222 2.623 2.048 0.2 0.2 0.0
H -0.264 1.699 3.595 -0.2 -0.3 -0.5
H 2.286 5.066 3.453 -0.2 -0.2 0.4
H 1.518 4.398 1.987 -0.2 0.0 0.1
H 2.831 3.518 2.747 0.2 0.2 0.1
H 2.541 2.174 4.747 0.2 0.4 0.0
H 0.904 2.110 5.425 0.2 -0.3 0.1
H 2.152 3.284 7.065 1.1 -0.1 -0.3
H 0.882 4.149 6.533 -0.4 0.0 -0.6
H 2.778 5.482 6.483 0.2 0.1 0.0
```
Positions in Å, forces in eV/Å.

- E (eV) = -145632.42053
- energy relative to the best compared isomer or geometry (same formula, charge and spin) (kJ/mol) = 65.84
- spin multiplicity = 1
- net charge = +5